# C24H62N4O3PS

4 unconnected molecules or ions with the total composition C24H62N4O3PS in a non-equilibrium geometry (ωB97M-V/def2-TZVPD, the OMol25 dataset).

The net charge is +1. As for the HOMO-LUMO gap: 4.8 eV. As for the total energy: -58112.9685 eV. Its largest force on an atom is 2.0 eV/Å.

XYZ file:
```
95
Properties=species:S:1:pos:R:3:forces:R:3:lowdin_charge:R:1
C -12.14443 0.89516 1.00185 0.221 -0.101 0.517 -0.075
C -11.14164 -0.15577 0.53889 -0.364 -0.247 -0.546 -0.379
C -11.82540 -1.54248 0.54805 0.393 0.274 0.144 -0.043
C -10.53046 0.15807 -0.85190 0.080 0.130 0.015 -0.341
C -11.41271 1.00578 -1.77190 0.034 -0.370 0.168 -0.045
C -9.18604 0.82930 -0.71211 -0.366 0.019 -0.224 -0.177
O -8.19412 -0.20556 -0.29721 0.020 0.067 0.067 -0.467
S -7.26048 0.24276 0.90129 -0.596 0.666 0.038 1.062
P -6.12489 -1.51425 1.53551 1.573 -1.173 0.356 0.305
N -4.69951 -1.42124 1.01198 -0.554 0.308 0.283 -0.120
O -6.34337 -1.49833 3.09231 -0.433 0.349 -0.122 -0.118
O -7.01664 -2.68909 1.00828 -0.419 0.292 -0.207 -0.111
H -13.03331 0.89868 0.38163 -0.066 0.112 -0.179 0.081
H -12.47078 0.63448 2.00742 -0.061 0.019 0.101 0.089
H -11.72691 1.89797 1.06354 0.023 0.148 -0.132 0.082
H -10.32368 -0.16914 1.26203 0.141 -0.077 0.080 0.112
H -11.52786 -2.14466 -0.30451 -0.028 -0.096 -0.132 0.075
H -11.53965 -2.09777 1.43694 -0.154 -0.076 0.163 0.077
H -12.90426 -1.43017 0.54296 -0.161 -0.121 -0.048 0.080
H -10.34721 -0.77477 -1.38511 0.087 -0.167 0.065 0.137
H -12.40830 0.57448 -1.79389 -0.182 0.069 -0.026 0.091
H -11.48274 2.03438 -1.43204 -0.077 0.160 -0.034 0.089
H -11.03538 0.97274 -2.78941 0.109 0.156 -0.113 0.089
H -9.21213 1.62893 0.02885 0.078 0.026 0.143 0.119
H -8.82948 1.22968 -1.65662 0.192 -0.042 -0.072 0.136
H -6.22835 0.84666 0.27231 0.265 -0.222 -0.072 0.013
H -4.00547 -1.40359 1.75080 0.430 0.055 -0.220 0.040
H -7.09591 -2.02438 3.39376 -0.083 -0.058 0.245 0.108
H -6.46261 -3.32023 0.52395 -0.093 -0.147 -0.230 0.118
C -2.37937 0.51745 -0.95250 -0.041 0.081 0.006 -0.097
C -1.07911 0.75674 -0.19895 -0.027 0.072 -0.108 -0.276
N -0.38612 -0.47475 0.12301 -0.031 -0.100 0.116 -0.204
C 0.68732 -0.30024 1.08761 0.086 0.053 0.170 -0.246
C 1.88370 0.56402 0.67876 0.104 -0.046 0.058 -0.077
C -0.08672 -1.33963 -1.00745 -0.038 -0.091 -0.195 -0.244
C 0.74374 -0.75913 -2.16011 0.030 -0.080 0.016 -0.074
H -3.00814 -0.18968 -0.41172 0.010 -0.039 -0.046 0.034
H -2.92398 1.45915 -1.05496 0.024 0.016 -0.016 0.068
H -2.20992 0.13149 -1.95792 0.010 -0.002 -0.003 0.067
H -1.31179 1.25551 0.74646 0.064 -0.001 0.030 0.115
H -0.45971 1.46341 -0.77340 -0.016 -0.001 0.009 0.104
H 1.04540 -1.29043 1.38046 -0.008 -0.033 -0.067 0.113
H 0.24582 0.12915 1.99314 -0.054 0.044 -0.048 0.109
H 2.52411 0.05547 -0.04110 -0.012 0.040 -0.039 0.045
H 2.49901 0.78003 1.55475 -0.009 -0.012 0.013 0.063
H 1.57538 1.51985 0.25395 -0.016 -0.001 -0.018 0.071
H -1.03508 -1.69663 -1.41788 -0.025 0.050 0.011 0.099
H 0.40608 -2.23411 -0.62043 0.051 0.039 0.066 0.115
H 0.38830 0.22597 -2.46573 -0.014 0.008 0.007 0.068
H 0.67059 -1.41513 -3.02921 -0.007 -0.010 0.000 0.075
H 1.80005 -0.67570 -1.90924 -0.004 0.070 0.011 0.047
C 6.08964 3.26444 4.16050 -0.029 0.010 0.014 -0.090
C 5.54838 2.03480 3.44699 -0.021 0.047 0.112 -0.279
N 6.53919 1.37662 2.61870 -0.010 -0.044 -0.072 -0.197
C 5.97411 0.39978 1.70833 -0.088 -0.070 -0.184 -0.258
C 5.28242 -0.83642 2.29389 -0.040 -0.050 -0.059 -0.082
C 7.76346 0.98436 3.29507 0.174 0.050 0.126 -0.244
C 7.64828 0.05191 4.50824 0.061 -0.038 -0.046 -0.080
H 6.54918 3.95169 3.44962 0.028 -0.014 -0.015 0.081
H 5.27589 3.78722 4.66434 -0.006 0.000 0.008 0.072
H 6.82950 3.00730 4.91874 0.009 -0.002 0.002 0.065
H 4.73191 2.34853 2.78978 -0.005 -0.058 -0.043 0.112
H 5.10072 1.35996 4.19569 -0.011 0.019 -0.007 0.102
H 6.75913 0.06916 1.02291 0.060 0.020 0.043 0.111
H 5.24303 0.92242 1.08186 -0.001 0.070 0.059 0.093
H 5.98644 -1.55841 2.70475 0.025 0.038 0.042 0.057
H 4.73196 -1.34156 1.49637 -0.008 -0.019 0.010 0.064
H 4.56571 -0.57361 3.07368 0.000 0.011 0.012 0.064
H 8.27775 1.89425 3.61330 -0.052 0.028 0.013 0.102
H 8.42500 0.53328 2.55215 -0.061 -0.045 -0.048 0.115
H 6.86810 0.37489 5.19894 -0.006 0.021 -0.003 0.065
H 8.59031 0.05153 5.05914 0.009 0.006 -0.002 0.072
H 7.44364 -0.97830 4.22073 -0.072 0.007 0.007 0.054
C 6.24412 -2.97388 -3.48548 -0.024 -0.016 -0.013 -0.089
C 5.49868 -1.66772 -3.25725 0.012 -0.078 -0.094 -0.277
N 6.25449 -0.71306 -2.46987 -0.022 0.045 0.073 -0.197
C 5.45889 0.39927 -1.98939 -0.156 0.103 0.114 -0.260
C 4.84692 1.35828 -3.01868 -0.004 0.040 0.051 -0.077
C 7.57301 -0.37981 -2.98164 0.203 -0.059 -0.065 -0.245
C 7.67144 0.18675 -4.40405 0.047 0.053 0.044 -0.079
H 6.57728 -3.39875 -2.53804 0.024 0.021 0.015 0.080
H 5.58550 -3.69482 -3.97094 -0.004 -0.003 -0.010 0.072
H 7.11396 -2.84345 -4.12944 0.009 0.002 -0.001 0.065
H 4.57830 -1.88679 -2.70762 -0.020 0.067 0.022 0.111
H 5.18587 -1.26326 -4.23375 -0.014 -0.017 0.009 0.103
H 6.06409 0.97478 -1.28475 0.069 -0.007 -0.041 0.102
H 4.64231 -0.02343 -1.39149 0.003 -0.056 -0.035 0.090
H 5.59437 2.01442 -3.46180 0.015 -0.035 -0.047 0.057
H 4.10987 1.99774 -2.52755 -0.003 -0.007 0.015 0.068
H 4.33507 0.82586 -3.82119 0.007 -0.019 -0.009 0.066
H 8.18967 -1.28025 -2.93114 -0.046 -0.036 -0.013 0.101
H 8.03650 0.31761 -2.28002 -0.073 0.049 0.022 0.115
H 7.07463 -0.38686 -5.11448 -0.006 -0.021 0.008 0.066
H 8.70809 0.14517 -4.74233 0.009 -0.005 0.006 0.073
H 7.35737 1.22794 -4.45805 -0.068 -0.016 -0.020 0.055
```
Positions in Å, forces in eV/Å.